ORCA calculation (ωB97M-V/def2-TZVPD) on a single C4H5N3 molecule in a non-equilibrium geometry.

Values from the calculation:
total energy = -319.60491 Eh
gap between HOMO and LUMO = 0.2924 Eh
E_HOMO = -8.08 eV

Structure (ORCA input):
```
! RIJCOSX wB97M-V def2-TZVPD def2/J DEFGRID3
* xyz 0 1
H 0.752 1.598 0.636
C -1.576 -0.608 -0.977
H 0.548 0.789 2.230
N 1.591 0.027 -2.627
H -0.108 -1.187 1.080
N -2.741 -0.686 -0.993
N 0.337 -0.458 0.515
H 1.330 -0.700 0.476
C 0.181 0.862 1.202
C 0.747 -0.222 -1.860
C -0.184 -0.538 -0.868
H -0.878 1.122 1.185
*
```

Löwdin population analysis, charges in e, atoms 1 to 4: H 0.1045; C -0.2700; H 0.0955; N 0.1101

ORCA calculation (ωB97M-V/def2-TZVPD) on a single C4H5N3 molecule.

Values from the calculation:
total energy = -319.65337 Eh
gap between HOMO and LUMO = 0.3696 Eh
E_HOMO = -9.86 eV

Structure (ORCA input):
```
! RIJCOSX wB97M-V def2-TZVPD def2/J DEFGRID3
* xyz 0 1
H 0.334 -1.724 1.606
C -1.290 0.335 -0.379
N -0.402 1.442 -0.387
N -1.095 -0.677 0.608
C 0.120 -0.950 0.866
H 1.544 1.970 -0.119
H 1.495 -0.761 -0.745
C 0.809 1.162 -0.125
H -2.743 -0.583 -1.084
H 2.179 -0.255 0.799
N -2.219 0.280 -1.237
C 1.266 -0.238 0.197
*
```

Löwdin population analysis, charges in e, atoms 1 to 4: H 0.1139; C -0.5074; N 0.1210; N 0.1142

ORCA calculation (ωB97M-V/def2-TZVPD) on 2 unconnected molecules or ions with the total composition C4H5N3 in a non-equilibrium geometry.

Values from the calculation:
total energy = -319.50954 Eh
gap between HOMO and LUMO = 0.3311 Eh
E_HOMO = -10.03 eV

Structure (ORCA input):
```
! RIJCOSX wB97M-V def2-TZVPD def2/J DEFGRID3
* xyz 0 1
N -0.309 -0.279 -0.651
C 0.883 -0.581 -0.092
C 1.105 1.144 1.084
C -1.661 0.371 0.238
N 2.942 -1.610 -1.407
H -2.072 -0.575 0.545
H 0.937 -0.956 0.901
H -2.272 0.926 -0.484
C 2.022 -1.124 -0.890
H -0.278 -0.321 -1.683
H -1.591 1.045 1.144
N 0.293 1.960 1.295
*
```

Löwdin population analysis, charges in e, atoms 1 to 4: N 0.0048; C -0.2359; C -0.1861; C 0.0481

ORCA calculation (ωB97M-V/def2-TZVPD) on a molecular structure, C4H5N3.

Values from the calculation:
total energy = -319.50785 Eh
gap between HOMO and LUMO (spin up / spin down) = 0.2915 / 0.2915 Eh
E_HOMO (spin up / spin down) = -8.83 / -8.83 eV

Structure (ORCA input):
```
! RIJCOSX wB97M-V def2-TZVPD def2/J DEFGRID3
* xyz 0 1
C -0.401 0.224 -0.041
H -0.600 -1.739 1.145
H 2.804 -0.109 -0.544
H -2.012 0.841 -1.034
N -1.485 -0.024 -0.950
N 1.292 -1.307 0.409
N 0.874 0.720 -0.603
H -2.088 -0.754 -0.587
C 0.048 -1.038 0.624
H 0.191 1.745 1.408
C 1.747 -0.183 -0.297
C -0.371 1.624 0.470
*
```

Löwdin population analysis, charges in e, atoms 1 to 4: C -0.6729; H 0.1222; H 0.1205; H 0.0701

ORCA calculation (ωB97M-V/def2-TZVPD) on a single C4H5N3 molecule in a non-equilibrium geometry.

Values from the calculation:
total energy = -319.59868 Eh
gap between HOMO and LUMO = 0.3066 Eh
E_HOMO = -9.02 eV

Structure (ORCA input):
```
! RIJCOSX wB97M-V def2-TZVPD def2/J DEFGRID3
* xyz 0 1
H -0.867 -2.237 0.126
H -0.876 1.886 0.031
N -0.355 -1.433 -0.291
C 2.080 0.017 -0.043
C -0.878 -0.271 -0.198
N 2.538 -1.093 0.163
H 1.602 2.169 0.012
H -2.633 0.697 0.324
C 1.204 1.169 -0.070
H 0.536 -1.717 -0.110
C -0.184 1.109 -0.155
N -2.167 -0.295 0.210
*
```

Löwdin population analysis, charges in e, atoms 1 to 4: H 0.1473; H 0.0851; N 0.1264; C -0.1739

ORCA calculation (ωB97M-V/def2-TZVPD) on a molecular structure, C4H5N3 in a non-equilibrium geometry.

Values from the calculation:
total energy = -319.56582 Eh
gap between HOMO and LUMO = 0.3240 Eh
E_HOMO = -8.39 eV

Structure (ORCA input):
```
! RIJCOSX wB97M-V def2-TZVPD def2/J DEFGRID3
* xyz 0 1
H -2.241 0.621 -0.988
C -0.466 0.039 -0.023
N 1.472 -1.273 -0.105
N 1.612 1.098 0.306
H -0.416 -2.111 -0.315
C 0.139 -1.187 -0.171
C 0.258 1.192 0.281
H -1.278 1.582 0.379
N -1.870 0.456 -0.055
C 2.126 -0.125 0.095
H -2.553 -0.063 0.494
H 3.216 -0.230 0.104
*
```

Löwdin population analysis, charges in e, atoms 1 to 4: H 0.1207; C -0.3401; N 0.0574; N 0.0426

ORCA calculation (ωB97M-V/def2-TZVPD) on a molecular structure, C4H5N3 in a non-equilibrium geometry.

Values from the calculation:
total energy = -319.58599 Eh
gap between HOMO and LUMO = 0.3408 Eh
E_HOMO = -9.82 eV

Structure (ORCA input):
```
! RIJCOSX wB97M-V def2-TZVPD def2/J DEFGRID3
* xyz 0 1
H -1.500 1.686 1.195
C -1.129 0.892 0.553
C -0.888 -0.930 -0.622
H 1.252 -0.362 -1.241
C 2.042 -0.641 0.774
N 0.188 0.938 0.076
H -0.876 -1.955 -0.257
H 0.968 1.416 0.510
H -1.238 -0.959 -1.669
C 0.491 -0.265 -0.489
N -1.804 -0.115 0.171
N 2.760 0.232 1.082
*
```

Löwdin population analysis, charges in e, atoms 1 to 4: H 0.1298; C -0.1711; C -0.1599; H 0.1038

ORCA calculation (ωB97M-V/def2-TZVPD) on a single C4H5N3 molecule in a non-equilibrium geometry.

Values from the calculation:
total energy = -319.64251 Eh
gap between HOMO and LUMO = 0.3420 Eh
E_HOMO = -8.80 eV

Structure (ORCA input):
```
! RIJCOSX wB97M-V def2-TZVPD def2/J DEFGRID3
* xyz 0 1
N 1.201 -1.210 -0.308
H -0.313 2.138 0.787
C 0.008 -1.177 0.221
C 0.116 1.191 0.437
H -0.340 -2.111 0.665
C 1.852 -0.036 -0.309
H -1.931 0.787 -0.903
H 2.913 -0.184 -0.427
H -2.244 -0.741 -0.518
N 1.424 1.125 0.161
C -0.673 0.058 0.299
N -2.013 0.158 -0.105
*
```

Löwdin population analysis, charges in e, atoms 1 to 4: N 0.0815; H 0.1211; C -0.1095; C -0.1057

ORCA calculation (ωB97M-V/def2-TZVPD) on a single C4H5N3O molecule in a non-equilibrium geometry.

Values from the calculation:
total energy = -394.85831 Eh
gap between HOMO and LUMO = 0.3242 Eh
E_HOMO = -8.80 eV

Structure (ORCA input):
```
! RIJCOSX wB97M-V def2-TZVPD def2/J DEFGRID3
* xyz 0 1
H 1.927 -0.145 -1.902
N 0.954 0.013 1.105
N -1.525 0.159 0.901
H -0.379 -0.072 -3.130
O -1.568 0.143 2.121
H -1.508 -0.979 -2.107
H -1.546 0.792 -2.086
H 2.962 -0.152 0.472
C -0.876 -0.072 -2.131
N 1.403 -0.121 -1.049
C -0.202 0.052 0.379
C 0.049 -0.059 -0.966
C 1.907 -0.078 0.231
*
```

Löwdin population analysis, charges in e, atoms 1 to 4: H 0.1525; N 0.1272; N 0.0063; H 0.0868

ORCA calculation (ωB97M-V/def2-TZVPD) on a single C4H5N3O molecule in a non-equilibrium geometry.

Values from the calculation:
total energy = -394.72592 Eh
gap between HOMO and LUMO = 0.3854 Eh
E_HOMO = -10.00 eV

Structure (ORCA input):
```
! RIJCOSX wB97M-V def2-TZVPD def2/J DEFGRID3
* xyz 0 1
H 2.481 -0.101 -0.503
N 1.663 -0.816 -0.555
C 0.614 -0.280 0.353
N -2.531 0.680 -0.374
H 1.988 -1.910 -0.304
O -2.867 -0.516 -0.135
H 0.904 -0.365 1.429
C 0.363 1.223 0.052
H 0.346 1.868 0.877
N -1.815 -1.443 0.090
C -0.788 -0.655 0.048
C -1.193 0.737 -0.093
H 0.834 1.579 -0.887
*
```

Löwdin population analysis, charges in e, atoms 1 to 4: H 0.0989; N -0.0193; C -0.3662; N 0.0738

ORCA calculation (ωB97M-V/def2-TZVPD) on a single C4H5N3O molecule in a non-equilibrium geometry.

Values from the calculation:
total energy = -394.82913 Eh
gap between HOMO and LUMO = 0.3702 Eh
E_HOMO = -9.39 eV

Structure (ORCA input):
```
! RIJCOSX wB97M-V def2-TZVPD def2/J DEFGRID3
* xyz 0 1
O -1.224 -1.267 0.046
C -1.547 1.512 0.658
C 0.511 0.303 -0.202
C -0.275 1.453 0.367
N 1.801 0.223 -0.676
C 1.913 -1.139 -0.949
H 0.435 2.280 0.499
H -2.036 2.400 1.051
N 0.824 -1.858 -0.599
H -2.139 0.613 0.537
N 0.055 -0.948 -0.110
H -1.160 -1.997 0.673
H 2.841 -1.574 -1.296
*
```

Löwdin population analysis, charges in e, atoms 1 to 4: O 0.0701; C 0.0188; C -0.2575; C -0.0918

ORCA calculation (ωB97M-V/def2-TZVPD) on a molecular structure, C4H5N3O in a non-equilibrium geometry.

Values from the calculation:
total energy = -394.78174 Eh
gap between HOMO and LUMO = 0.3138 Eh
E_HOMO = -8.48 eV

Structure (ORCA input):
```
! RIJCOSX wB97M-V def2-TZVPD def2/J DEFGRID3
* xyz 0 1
N 1.365 -1.013 -0.051
H 0.713 1.684 0.189
H 3.320 -0.797 0.398
C 2.457 -0.289 0.055
N -0.916 -1.082 -0.142
H -0.908 -2.070 -0.313
N 0.257 -0.307 -0.330
C -1.415 1.039 -0.124
H -2.170 1.855 0.177
C -2.054 -0.366 -0.127
O -3.174 -0.725 0.154
H 2.630 1.046 0.294
C -0.105 1.025 -0.179
*
```

Löwdin population analysis, charges in e, atoms 1 to 4: N 0.0272; H 0.1088; H 0.0205; C -0.0558

ORCA calculation (ωB97M-V/def2-TZVPD) on a single C4H5N3O molecule in a non-equilibrium geometry.

Values from the calculation:
total energy = -394.75059 Eh
gap between HOMO and LUMO = 0.3795 Eh
E_HOMO = -9.83 eV

Structure (ORCA input):
```
! RIJCOSX wB97M-V def2-TZVPD def2/J DEFGRID3
* xyz 0 1
C 0.877 0.308 0.703
N -0.489 0.453 0.103
C 1.704 -0.873 0.442
C -0.926 -0.615 -0.580
O -2.898 -0.463 0.634
H 0.804 2.331 -0.445
N -2.172 -1.121 -0.450
H 1.341 0.663 -1.387
H 0.946 0.592 1.809
H -0.289 -1.070 -1.425
N 2.572 -1.576 0.044
H -2.171 0.127 1.054
C 0.701 1.245 -0.502
*
```

Löwdin population analysis, charges in e, atoms 1 to 4: C -0.2579; N -0.0691; C -0.1884; C -0.2566

ORCA calculation (ωB97M-V/def2-TZVPD) on a single C4H5N3O molecule in a non-equilibrium geometry.

Values from the calculation:
total energy = -394.84844 Eh
gap between HOMO and LUMO = 0.3767 Eh
E_HOMO = -9.75 eV

Structure (ORCA input):
```
! RIJCOSX wB97M-V def2-TZVPD def2/J DEFGRID3
* xyz 0 1
H 1.199 -2.078 0.011
N 0.595 -0.140 -0.568
O 2.928 -0.490 0.123
H -2.454 -0.087 -0.764
H 1.919 1.299 0.221
H -0.925 2.433 0.424
N -0.948 -1.557 0.102
C -1.587 -0.379 0.058
C 0.237 -1.444 -0.195
N -0.118 1.879 0.009
C -0.484 0.680 -0.257
C 1.914 0.243 -0.079
H -2.274 -0.358 0.914
*
```

Löwdin population analysis, charges in e, atoms 1 to 4: H 0.1741; N -0.0001; O 0.0064; H 0.1768

ORCA calculation (ωB97M-V/def2-TZVPD) on a single C4H5N3O molecule in a non-equilibrium geometry.

Values from the calculation:
total energy = -394.83668 Eh
gap between HOMO and LUMO = 0.3321 Eh
E_HOMO = -10.05 eV

Structure (ORCA input):
```
! RIJCOSX wB97M-V def2-TZVPD def2/J DEFGRID3
* xyz 0 1
N 1.245 0.593 -0.025
N -0.895 -0.661 -0.227
C -0.004 0.449 0.068
H 3.214 0.066 -0.410
H -0.925 2.563 0.377
O -3.039 -1.010 0.126
H 2.102 -1.282 -0.707
H 2.165 -0.904 1.025
C -2.072 -0.286 -0.149
C 2.196 -0.550 -0.037
C -1.102 1.521 -0.003
H -0.545 -1.540 0.146
N -2.340 1.041 -0.184
*
```

Löwdin population analysis, charges in e, atoms 1 to 4: N 0.0451; N 0.1746; C -0.2663; H 0.1402

ORCA calculation (ωB97M-V/def2-TZVPD) on a single C4H5N3O molecule in a non-equilibrium geometry.

Values from the calculation:
<S²> = 2.017
total energy = -394.75041 Eh
gap between HOMO and LUMO (spin up / spin down) = 0.2850 / 0.2083 Eh
E_HOMO (spin up / spin down) = -6.83 / -9.01 eV

Structure (ORCA input):
```
! RIJCOSX wB97M-V def2-TZVPD def2/J DEFGRID3
* xyz 0 3
H -2.195 1.606 -0.565
C 1.612 -0.382 0.172
H -0.437 1.645 -1.359
H 3.085 -1.852 0.592
N 2.174 -1.633 0.556
N -1.061 -0.083 -0.030
H -0.774 -2.704 0.926
H -0.678 1.890 0.380
C 0.036 -2.039 0.775
C -1.102 1.311 -0.514
N 1.190 -2.537 0.924
O 2.141 0.517 -0.320
C 0.041 -0.708 0.181
*
```

Löwdin population analysis, charges in e, atoms 1 to 4: H 0.0790; C -0.4010; H 0.0903; H 0.1054

ORCA calculation (ωB97M-V/def2-TZVPD) on 2 unconnected molecules or ions with the total composition C4H5N3O2 in a non-equilibrium geometry.

Values from the calculation:
total energy = -470.03285 Eh
gap between HOMO and LUMO = 0.3534 Eh
E_HOMO = -9.25 eV

Structure (ORCA input):
```
! RIJCOSX wB97M-V def2-TZVPD def2/J DEFGRID3
* xyz 0 1
C 2.755 0.432 0.885
C -0.638 -0.173 -0.924
H 2.545 2.578 1.151
H -3.131 -2.052 0.150
N 1.986 -0.480 0.398
C -2.766 -1.103 -0.514
O -1.519 -0.516 -0.039
O -0.506 0.065 -2.065
H -3.509 -0.359 -0.557
N 0.783 1.439 0.676
C 2.029 1.666 1.031
H 3.744 0.034 0.834
N 0.802 0.082 0.425
H -2.575 -1.614 -1.452
*
```

Löwdin population analysis, charges in e, atoms 1 to 4: C -0.1818; C -0.3048; H 0.0761; H 0.1547

ORCA calculation (ωB97M-V/def2-TZVPD) on a molecular structure, C4H5N3O2 in a non-equilibrium geometry.

Values from the calculation:
total energy = -470.06172 Eh
gap between HOMO and LUMO = 0.3302 Eh
E_HOMO = -8.65 eV

Structure (ORCA input):
```
! RIJCOSX wB97M-V def2-TZVPD def2/J DEFGRID3
* xyz 0 1
O 2.587 -0.458 -1.554
H 2.168 0.218 -2.097
N -2.231 0.460 0.365
O -0.421 1.646 -0.087
H -0.494 -2.288 0.827
C 1.361 -0.003 0.221
H 3.261 -0.110 -0.573
C -1.149 -0.395 0.400
H -2.223 -2.095 0.712
N -1.294 -1.715 0.601
C -1.731 1.628 0.109
C -0.008 0.351 0.158
N 2.421 0.177 0.780
H -2.246 2.585 0.137
*
```

Löwdin population analysis, charges in e, atoms 1 to 4: O -0.2348; H 0.0103; N 0.1527; O 0.0819

ORCA calculation (ωB97M-V/def2-TZVPD) on a single C4H5N3O2S molecule in a non-equilibrium geometry.

Values from the calculation:
total energy = -868.09432 Eh
gap between HOMO and LUMO (spin up / spin down) = 0.2496 / 0.2497 Eh
E_HOMO (spin up / spin down) = -7.67 / -7.67 eV

Structure (ORCA input):
```
! RIJCOSX wB97M-V def2-TZVPD def2/J DEFGRID3
* xyz 0 1
H 2.814 -0.427 -0.664
N 0.827 0.655 -2.094
C 1.850 -0.338 -0.199
O -2.729 0.586 0.207
H -2.399 0.430 1.105
C 0.739 0.124 -0.839
O -1.919 0.632 -1.872
N -1.629 0.486 -0.677
H -0.064 0.760 -2.567
S 1.931 -0.853 1.483
C -0.498 0.214 -0.141
C 0.453 -0.693 2.160
H -0.591 -1.339 3.764
N -0.433 -0.716 2.983
H 1.647 0.478 -2.649
*
```

Löwdin population analysis, charges in e, atoms 1 to 4: H 0.0533; N 0.1304; C -0.3903; O 0.0480

ORCA calculation (ωB97M-V/def2-TZVPD) on a molecular structure, C4H5N3O3S in a non-equilibrium geometry.

Values from the calculation:
total energy = -943.56876 Eh
gap between HOMO and LUMO = 0.3711 Eh
E_HOMO = -10.08 eV

Structure (ORCA input):
```
! RIJCOSX wB97M-V def2-TZVPD def2/J DEFGRID3
* xyz 0 1
N -0.067 0.343 -0.056
O 0.261 -3.912 0.163
C -0.234 2.168 1.057
N 0.629 1.281 0.540
H 0.202 3.013 1.707
C -1.564 1.756 0.651
H 2.102 -0.627 -2.171
O 0.030 -1.913 1.486
O 0.197 -1.644 -1.262
C 0.630 -0.599 -0.856
S -0.550 -2.788 0.469
C -1.421 0.530 0.045
H -2.491 2.164 0.892
N 1.772 -0.106 -1.363
H 2.534 0.504 -0.853
H -2.029 -0.169 -0.449
*
```

Löwdin population analysis, charges in e, atoms 1 to 4: N -0.1185; O -0.4043; C -0.0899; N 0.0560